ORCA calculation (ωB97M-V/def2-TZVPD) on C3H8N2O2 in the gas phase at a distorted geometry.

Each line ends with the Löwdin charge.
Cartesian coordinates (Å):
C: 0.22 -0.90 -0.72  -0.213
C: 0.74 0.01 0.40  -0.382
C: -0.54 0.79 0.70  -0.137
N: -1.20 -0.99 -0.37  -0.090
N: 1.85 0.91 0.14  0.039
O: -1.97 -0.67 -1.49  -0.113
O: -1.04 0.94 1.93  0.050
H: 0.35 -0.43 -1.70  0.111
H: 0.67 -1.90 -0.76  0.104
H: 1.01 -0.59 1.28  0.142
H: -0.85 1.56 0.02  0.135
H: -2.88 -0.88 -1.23  0.088
H: 1.64 1.51 -0.65  0.073
H: 2.69 0.38 -0.08  0.074
H: -0.69 0.26 2.52  0.118

For the maximum force, the calculation gives 0.0653 Eh/bohr. For the total energy, the calculation gives -10311.665 eV. Its gap between HOMO and LUMO (spin up / spin down) is 0.30702 / 0.29247 Ha. The calculation puts the HOMO energy (spin up / spin down) at -0.2743 / -0.2600 hartree. For the molecular weight, the calculation gives 104.1 g mol⁻¹. For the relative energy (zero: lowest compared OMol25 entry of this formula, charge and spin), the calculation gives 5.287 eV.

***

ORCA calculation (ωB97M-V/def2-TZVPD) on C6H7NO2 in the gas phase at a distorted geometry.

Each line ends with the Löwdin charge.
Cartesian coordinates (Å):
C: 2.38 -0.03 0.02  -0.009
C: 2.04 -1.28 0.57  -0.376
C: 1.39 0.88 -0.36  -0.425
C: 0.27 -1.03 0.45  -0.032
C: -1.15 0.98 -0.41  -0.007
C: -2.48 0.40 -0.20  -0.034
N: -0.03 0.31 -0.11  0.019
O: 2.50 -2.28 1.03  0.072
O: 1.44 2.00 -0.83  0.049
H: 3.40 0.28 -0.13  0.111
H: -0.16 -1.11 1.45  0.107
H: -0.15 -1.80 -0.18  0.108
H: -0.97 1.96 -0.82  0.138
H: -2.47 -0.25 0.68  0.088
H: -2.75 -0.21 -1.06  0.105
H: -3.23 1.18 -0.09  0.086

For the maximum force, the calculation gives 0.0877 Eh/bohr. For the total energy, the calculation gives -11918.623 eV. Its gap between HOMO and LUMO is 0.27751 Ha. The calculation puts the HOMO energy at -0.3093 hartree. For the molecular weight, the calculation gives 125.1 g mol⁻¹. For the relative energy (zero: lowest compared OMol25 entry of this formula, charge and spin), the calculation gives 1.808 eV.

***

ORCA calculation (ωB97M-V/def2-TZVPD) on a molecular structure, C31H32CdN5O4S at a distorted geometry.

Each line ends with the Löwdin charge.
Cartesian coordinates (Å):
Cd: -0.67 -0.02 -1.50  1.360
C: 3.81 -0.15 -2.24  -0.058
O: 3.24 0.96 -2.94  -0.039
C: 2.17 1.52 -2.35  -0.610
O: 1.83 1.32 -1.20  0.022
N: 1.63 2.45 -3.19  -0.006
N: 0.38 2.99 -2.85  0.022
H: 4.67 -0.45 -2.84  0.088
H: 3.08 -0.95 -2.17  0.072
H: 4.13 0.15 -1.24  0.083
H: 1.81 2.27 -4.17  0.144
H: -0.36 2.46 -3.33  -0.038
H: 0.34 3.95 -3.16  0.076
O: 0.92 -1.28 -2.58  -0.103
C: -0.11 -1.89 -2.97  -0.758
O: -1.06 -2.23 -2.23  -0.076
C: -0.28 -2.05 -4.45  -0.184
C: 0.11 -3.15 -5.19  -0.051
C: -0.08 -3.18 -6.56  -0.125
C: -0.66 -2.09 -7.19  -0.127
C: -1.05 -0.98 -6.47  -0.145
C: -0.88 -0.94 -5.08  -0.660
S: -1.44 0.43 -4.17  0.528
H: 0.56 -3.99 -4.68  0.109
H: 0.21 -4.05 -7.14  0.084
H: -0.80 -2.10 -8.27  0.087
H: -1.50 -0.13 -6.96  0.083
C: 1.22 1.91 3.41  -0.027
C: 0.41 1.24 4.48  -0.214
C: 0.31 1.84 5.73  -0.054
C: -0.33 1.23 6.79  -0.099
C: -0.90 -0.03 6.61  -0.099
C: -0.84 -0.63 5.37  -0.022
C: -0.22 -0.01 4.29  -0.216
N: -0.17 -0.67 3.06  0.132
C: -0.57 -0.18 1.81  -0.367
N: -1.19 1.02 1.84  0.138
C: -1.88 1.77 0.86  -0.229
C: -1.91 1.42 -0.49  -0.182
C: -2.72 2.21 -1.32  -0.191
C: -3.43 3.30 -0.85  -0.116
C: -3.32 3.66 0.48  -0.086
C: -2.55 2.91 1.35  -0.232
C: -2.42 3.37 2.78  -0.054
N: -0.42 -0.90 0.76  0.077
C: 0.22 -2.14 0.80  -0.275
C: -0.55 -3.28 0.54  -0.039
C: 0.04 -4.53 0.54  -0.096
C: 1.39 -4.67 0.80  -0.107
C: 2.16 -3.54 1.00  -0.062
C: 1.60 -2.27 1.00  -0.216
C: 2.47 -1.06 1.18  -0.037
H: 2.13 2.33 3.84  0.086
H: 0.67 2.74 2.94  0.075
H: 1.49 1.23 2.61  0.059
H: 0.78 2.81 5.87  0.112
H: -0.38 1.72 7.76  0.096
H: -1.40 -0.52 7.43  0.098
H: -1.28 -1.61 5.22  0.113
H: -0.17 -1.68 3.10  0.145
H: -1.34 1.37 2.78  0.090
H: -2.79 1.96 -2.37  0.022
H: -4.06 3.87 -1.51  0.090
H: -3.85 4.53 0.85  0.096
H: -3.04 4.25 2.94  0.071
H: -1.39 3.64 3.02  0.069
H: -2.76 2.61 3.50  0.080
H: -1.60 -3.16 0.32  0.111
H: -0.57 -5.40 0.32  0.096
H: 1.85 -5.65 0.81  0.091
H: 3.23 -3.63 1.16  0.103
H: 3.52 -1.32 1.04  0.076
H: 2.35 -0.66 2.19  0.062
H: 2.20 -0.29 0.46  0.055

As for the net charge: -1. For the maximum force, the calculation gives 0.0246 Eh/bohr. For the total energy, the calculation gives -63709.993 eV. Its gap between HOMO and LUMO is 0.23296 Ha. The calculation puts the HOMO energy at -0.1444 hartree. For the molecular weight, the calculation gives 683.1 g mol⁻¹. For the relative energy (zero: lowest compared OMol25 entry of this formula, charge and spin), the calculation gives 0.231 eV.

***

Q: relative energy (zero: lowest compared OMol25 entry of this formula, charge and spin) of number 1 (C3H8N2O2)?
A: 5.287 eV

***

Q: relative energy (zero: lowest compared OMol25 entry of this formula, charge and spin) of number 1 (C3H8N2O2)?
A: 5.287 eV

***

Q: Among the records above, which one has the lowest maximum force?
A: C31H32CdN5O4S

***

Q: Number 2 is which compound?
A: C6H7NO2